(1)
Computed, not measured: a molecular structure, C4H4FNO, with wB97M-V/def2-TZVPD.

```
11
Properties=species:S:1:pos:R:3:lowdin_charge:R:1
C -1.171 -2.728 -2.436 -0.03
C -1.062 -1.657 -1.958 -0.01
C -0.636 0.108 -1.211 -0.29
C 0.651 1.063 0.625 -0.02
N 0.042 -0.023 -0.016 -0.11
O -0.936 1.128 -1.780 0.09
F 0.246 -1.250 0.624 0.03
H -1.609 -3.666 -2.897 0.05
H 0.022 1.484 1.484 0.13
H 1.594 0.742 0.874 0.08
H 0.677 1.867 -0.026 0.07
```

Summary:
* lowest unoccupied orbital energy: 0.78 eV
* multiplicity: 1
* total charge: 0
* max |F|: 7.40 eV/Å


(2)
Computed, not measured: a single C17H12ClN3O2S2 molecule, with wB97M-V/def2-TZVPD.

```
37
Properties=species:S:1:pos:R:3:lowdin_charge:R:1
O 2.391 1.726 0.775 -0.34
O 2.646 -0.390 1.941 -0.30
Cl 2.883 -5.349 0.468 0.66
N -1.333 1.566 -2.563 0.07
S -0.487 3.982 -1.957 1.05
C -1.585 2.850 -2.685 -0.71
C 0.338 2.601 -1.326 -0.36
C -0.250 1.409 -1.705 -0.29
C 0.258 0.063 -1.312 -0.14
C 1.050 -0.412 -0.262 -0.13
C -1.895 1.317 3.767 -0.08
C -1.126 2.376 3.339 -0.07
C -1.526 0.025 3.478 -0.09
C 1.202 -4.475 -1.531 -0.09
C 1.889 -2.889 0.207 -0.05
C 0.513 -3.440 -2.197 0.00
C -0.058 2.156 2.472 -0.04
C -0.458 -0.258 2.667 -0.06
C 1.897 -4.173 -0.347 -0.66
C 1.245 -1.863 -0.480 -0.14
C 0.517 -2.148 -1.627 -0.21
C 0.265 0.821 2.142 -0.26
N -2.720 3.092 -3.422 0.06
N -0.095 -1.010 -2.099 0.14
S 1.747 0.471 1.178 0.76
H 1.312 2.663 -0.834 0.06
H -2.727 1.534 4.396 0.10
H -1.411 3.385 3.648 0.11
H -2.047 -0.826 3.917 0.11
H 1.190 -5.504 -1.929 0.11
H 2.493 -2.719 1.087 0.10
H -0.075 -3.617 -3.074 0.10
H 0.560 2.974 2.121 0.11
H -0.196 -1.312 2.564 0.13
H -2.808 4.020 -3.852 0.09
H -3.019 2.262 -3.982 0.12
H -0.581 -0.909 -2.982 0.16
```

Summary:
* lowest unoccupied orbital energy: 0.17 eV
* multiplicity: 1
* structure (SMILES): Nc1nc(-c2[nH]c3ccc(Cl)cc3c2S(=O)(=O)c2ccccc2)cs1
* total charge: 0
* max |F|: 2.46 eV/Å


So what do the calculations give for orbital gap? Going down the list: 11.30; 8.27 eV.
So what do the calculations give for relative energy (zero: lowest compared OMol25 entry of this formula, charge and spin)? Going down the list: 141.1; 0.0 kcal/mol.
So what do the calculations give for total energy? Going down the list: -10461.4387; -60581.6562 eV.